[1]
Here is a molecular structure, C3H2O3Zn at a distorted geometry from the Open Molecules 2025 dataset. Energies are from ωB97M-V/def2-TZVPD.

The geometry in ORCA input format:
```
! wB97M-V def2-TZVPD RIJCOSX def2/J DEFGRID3
* xyz 1 2
Zn 3.692 -0.011 0.062
O 1.925 -0.264 0.091
O -2.546 0.872 1.709
O -1.568 0.397 -0.357
C 0.829 0.335 0.050
C -1.892 0.469 0.843
C -0.398 -0.356 0.164
H -0.500 -1.437 0.071
H 0.786 1.436 -0.014
*
```

Properties
<S²> ... 0.7510
HOMO energy (alpha / beta) ... -13.1 / -14.7 eV
ΔE to the lowest compared entry with this formula, charge and spin ... 156.1 kJ/mol
Frontier orbital gap (alpha / beta) ... 7.7 / 8.7 eV

***

[2]
Here is a single C3H2O4 molecule at a distorted geometry from the Open Molecules 2025 dataset. Energies are from ωB97M-V/def2-TZVPD.

The geometry in ORCA input format:
```
! wB97M-V def2-TZVPD RIJCOSX def2/J DEFGRID3
* xyz 0 1
O -0.856 0.337 0.293
O 2.069 -1.332 0.088
O 1.446 0.763 0.027
O 3.678 0.578 -0.038
C 2.565 0.164 0.061
C 0.189 -0.199 -0.275
C 0.823 -1.470 0.008
H -0.624 0.451 1.197
H 0.170 -0.181 -1.343
*
```

Properties
HOMO energy ... -9.4 eV
ΔE to the lowest compared entry with this formula, charge and spin ... 312.5 kJ/mol
Frontier orbital gap ... 9.1 eV

***

[3]
Here is 2 unconnected molecules or ions with the total composition C3H2O4 at a distorted geometry from the Open Molecules 2025 dataset. Energies are from ωB97M-V/def2-TZVPD.

The geometry in ORCA input format:
```
! wB97M-V def2-TZVPD RIJCOSX def2/J DEFGRID3
* xyz 0 1
O 1.498 0.425 0.505
O -0.616 -2.244 -0.342
O -1.050 -0.841 1.396
O -1.739 0.586 -0.838
C -0.824 -1.324 0.356
C 0.680 0.854 -0.496
C -0.595 0.498 -0.562
H 1.279 1.114 -1.325
H 1.366 0.932 1.305
*
```

Properties
HOMO energy (alpha / beta) ... -9.5 / -9.5 eV
ΔE to the lowest compared entry with this formula, charge and spin ... 226.9 kJ/mol
Structure (SMILES) ... O=C=CO.O=C=O
Frontier orbital gap (alpha / beta) ... 8.5 / 8.5 eV

***

[4]
Here is a single C3H2O5 molecule at a distorted geometry from the Open Molecules 2025 dataset. Energies are from ωB97M-V/def2-TZVPD.

The geometry in ORCA input format:
```
! wB97M-V def2-TZVPD RIJCOSX def2/J DEFGRID3
* xyz 0 1
O 0.573 1.330 -2.143
O 0.512 -1.504 -0.686
O 0.424 0.977 1.678
O -1.359 0.668 -1.274
O 0.528 -1.238 2.169
C 0.221 -0.419 -0.270
C -0.050 0.561 -1.267
C 0.345 -0.113 1.261
H 0.223 -2.106 1.793
H -1.417 1.842 -1.259
*
```

Properties
HOMO energy ... -11.0 eV
ΔE to the lowest compared entry with this formula, charge and spin ... 264.0 kJ/mol
Structure (SMILES) ... O=C(O)C(=O)C(=O)O
Frontier orbital gap ... 9.7 eV

***

[5]
Here is 2 unconnected molecules or ions with the total composition C3H2OS at a distorted geometry from the Open Molecules 2025 dataset. Energies are from ωB97M-V/def2-TZVPD.

The geometry in ORCA input format:
```
! wB97M-V def2-TZVPD RIJCOSX def2/J DEFGRID3
* xyz 0 1
S -1.764 0.884 -0.033
O -2.972 -1.307 -0.036
C 0.807 -0.571 0.010
C 1.166 0.717 0.017
C -0.233 0.411 -0.008
H 1.076 -1.602 0.015
H 1.920 1.468 0.035
*
```

Properties
HOMO energy (alpha / beta) ... -8.8 / -8.8 eV
ΔE to the lowest compared entry with this formula, charge and spin ... 572.2 kJ/mol
Frontier orbital gap (alpha / beta) ... 8.0 / 8.0 eV

***

[6]
Here is a molecular structure, C3H2S3 at a distorted geometry from the Open Molecules 2025 dataset. Energies are from ωB97M-V/def2-TZVPD.

The geometry in ORCA input format:
```
! wB97M-V def2-TZVPD RIJCOSX def2/J DEFGRID3
* xyz 0 1
S -1.437 1.004 0.700
S 0.322 0.978 -1.694
S -1.625 -1.499 -0.209
C -1.015 -0.600 1.183
C -0.349 -0.263 -0.104
C 1.011 0.092 -0.111
H 1.286 0.881 0.523
H 1.807 -0.595 -0.287
*
```

Properties
HOMO energy (alpha / beta) ... -8.5 / -8.5 eV
ΔE to the lowest compared entry with this formula, charge and spin ... 653.5 kJ/mol
Frontier orbital gap (alpha / beta) ... 6.1 / 6.1 eV

***

[7]
Here is 12 unconnected molecules or ions with the total composition C3H30NO13 at a distorted geometry from the Open Molecules 2025 dataset. Energies are from ωB97M-V/def2-TZVPD.

The geometry in ORCA input format:
```
! wB97M-V def2-TZVPD RIJCOSX def2/J DEFGRID3
* xyz 1 1
O -0.869 -3.099 -2.113
O -2.896 -0.596 2.127
O 3.318 -1.570 -0.554
O -0.833 0.177 -1.364
O 0.490 2.866 2.119
O -0.507 -1.066 -3.942
O -2.647 2.402 -1.570
O 1.528 3.550 -0.594
O -0.771 -2.881 2.588
O 2.756 1.202 -0.001
O 1.856 -3.338 -1.958
O -1.084 4.019 0.130
O -0.716 -1.653 -0.118
N 0.566 -0.500 1.841
C -0.602 -0.373 -0.309
C 0.329 -0.253 3.291
C -0.190 0.436 0.963
H -1.630 4.811 0.189
H 1.751 4.116 -1.343
H 0.733 3.778 2.358
H -1.128 0.931 1.245
H 2.881 -0.705 -0.502
H 1.560 -0.417 1.607
H -0.644 -0.688 3.497
H 2.772 -3.584 -2.130
H -0.232 -0.266 -3.471
H 2.012 -2.584 -1.353
H 0.505 0.777 3.592
H 0.564 3.733 -0.498
H -1.956 1.762 -1.798
H 4.046 -1.542 0.073
H -1.226 -0.692 -4.468
H 3.666 1.502 -0.057
H -1.000 -2.389 -2.778
H 0.011 -3.437 -2.376
H -1.698 3.331 -0.204
H 0.347 -1.469 1.539
H -0.443 3.146 2.039
H -1.722 -2.730 2.628
H 0.455 1.271 0.744
H -0.827 -2.318 -0.977
H -3.283 -0.190 2.909
H -3.624 -0.967 1.617
H 1.051 -0.796 3.913
H -0.654 -3.752 2.196
H -2.811 2.919 -2.366
H 2.181 1.963 -0.233
*
```

Properties
HOMO energy ... -13.5 eV
ΔE to the lowest compared entry with this formula, charge and spin ... 0.0 kJ/mol
Frontier orbital gap ... 11.1 eV